No. 1
{
  "formula": "C43H62ClF4N6O3P2",
  "method": "wB97M-V/def2-TZVPD",
  "total_energy_ev": -102641.6520,
  "total_charge": 1,
  "gap_ev": 7.410,
  "elements": ["H", "H", "C", "C", "C", "H", "H", "H", "H", "H", "C", "C", "H", "H", "H", "C", "H", "C", "O", "C", "C", "H", "C", "H", "H", "H", "H", "H", "C", "H", "H", "H", "H", "C", "O", "H", "H", "C", "H", "C", "C", "N", "C", "C", "H", "H", "H", "H", "H", "C", "C", "H", "H", "H", "H", "H", "F", "C", "H", "C", "C", "H", "H", "H", "F", "C", "O", "N", "H", "H", "H", "C", "H", "H", "H", "C", "H", "C", "C", "N", "C", "C", "H", "C", "H", "H", "H", "N", "F", "C", "P", "H", "H", "C", "N", "H", "H", "C", "H", "C", "C", "H", "H", "C", "C", "F", "P", "C", "C", "H", "C", "H", "C", "C", "C", "N", "Cl", "H", "H", "H", "H"],
  "positions_angstrom": [[0.95, -0.80, -0.26], [5.62, 1.07, -0.81], [-5.15, 8.76, 5.21], [-6.78, 0.17, -2.18], [6.77, -0.79, -1.01], [-5.82, 0.01, -2.67], [-8.27, 6.82, 6.41], [-4.87, -5.82, 0.42], [0.38, -2.81, 2.01], [-6.88, 7.41, -0.26], [-7.40, 7.36, 6.08], [5.62, 0.07, -0.36], [-1.74, -1.87, 2.32], [-2.56, 0.11, 0.51], [-0.35, -0.41, 0.85], [1.47, -1.07, -2.92], [1.36, -1.33, 3.72], [-8.06, 0.94, -0.32], [-1.31, -3.72, -4.38], [-3.98, 6.16, 0.90], [12.69, -5.01, -1.95], [-3.36, -2.40, 1.94], [-2.53, -1.81, 1.54], [-4.29, 9.32, 4.88], [4.40, -1.75, -0.44], [-3.77, 2.33, 0.86], [-5.13, -2.73, 0.29], [7.61, -3.27, -0.48], [-5.31, 6.53, 0.89], [-10.10, -0.30, -2.70], [1.77, -1.25, -3.96], [9.70, -3.64, 0.43], [-0.11, -5.67, -1.96], [11.45, -4.46, -1.68], [-4.37, -0.19, 1.43], [2.34, -3.03, -2.76], [-0.07, -0.56, 3.01], [7.75, -2.64, 0.42], [5.77, 0.15, 0.73], [-9.18, -0.01, -2.20], [-3.17, 6.35, -0.21], [-1.91, -3.61, -1.46], [11.60, -6.79, -3.15], [0.93, -1.94, 1.63], [1.12, -3.50, -5.19], [3.52, -0.21, 0.05], [4.55, 0.30, -2.50], [8.90, -0.92, -0.34], [-4.78, 0.72, 3.31], [-7.95, -0.21, -2.82], [7.89, -1.14, 0.03], [11.65, -7.70, -3.72], [-1.36, -4.33, -5.15], [4.15, -1.40, -2.72], [-4.83, -4.32, -1.43], [-2.48, 0.23, 2.27], [-5.86, 10.61, 6.48], [-2.65, -3.21, -0.41], [9.45, -6.69, -3.23], [-7.18, 8.67, 6.51], [-3.71, 6.92, -1.35], [7.17, -0.30, -1.92], [6.86, -2.76, 1.07], [13.72, -6.63, -2.90], [-8.11, 1.50, 0.91], [9.08, -3.08, 1.13], [1.21, -4.25, -4.57], [-4.47, -5.01, 0.90], [-4.88, 3.13, 2.05], [2.08, 0.49, -1.43], [2.48, 0.80, -3.11], [0.21, -1.25, 0.41], [9.65, -2.20, 1.47], [-5.47, 7.75, -2.26], [-6.65, 5.74, 4.89], [12.76, -6.18, -2.69], [8.82, -3.72, 1.99], [-9.24, 0.56, -0.94], [4.27, -0.67, -0.61], [-0.20, -5.67, -2.98], [-4.20, 2.28, 1.87], [-6.83, 0.75, -0.93], [-7.88, 9.15, 7.18], [3.89, -0.51, -2.14], [-4.65, 6.98, 4.13], [-3.36, 2.44, 2.57], [13.58, -4.52, -1.59], [-1.95, -2.37, 0.32], [11.38, -3.32, -0.97], [-6.06, 9.35, 6.07], [-4.38, -3.85, -0.17], [7.78, -0.58, 0.97], [-5.93, 1.06, -0.41], [-6.48, 6.76, 5.22], [-0.74, -2.15, -0.24], [0.40, -0.78, -2.93], [2.02, -2.36, -1.18], [10.28, -5.05, -2.13], [-10.18, 0.71, -0.43], [0.95, -0.91, 2.80], [-4.83, 0.91, 2.22], [-5.91, 1.00, 2.00], [-5.91, 6.36, 1.77], [1.58, -2.47, -2.18], [-0.74, -2.96, -1.33], [-3.45, 5.60, 2.01], [-0.02, -4.24, -3.53], [-5.36, 7.45, 4.80], [-5.84, 7.11, -0.25], [-2.13, 6.06, -0.17], [-2.97, -0.33, 1.44], [-7.91, -0.66, -3.81], [-5.05, 7.30, -1.37], [10.36, -6.22, -2.87], [2.43, -0.01, -2.35], [0.27, -3.13, -2.19], [1.88, 0.58, 2.34], [-3.09, 7.07, -2.22], [9.33, -4.59, -1.90], [6.35, -1.75, -1.36], [1.99, -2.15, 1.41]]
}



No. 2
{
  "formula": "C3H3NS2",
  "method": "wB97M-V/def2-TZVPD",
  "total_energy_ev": -26318.2285,
  "total_charge": 0,
  "gap_ev": [7.593, 7.594],
  "elements": ["H", "C", "C", "N", "H", "H", "S", "S", "C"],
  "positions_angstrom": [[-1.43, -0.18, -1.95], [-0.48, 0.05, -1.52], [1.33, 0.03, 1.23], [2.46, 0.16, 1.14], [0.33, -0.63, -1.67], [-0.22, 1.02, -1.72], [-1.32, 0.20, 0.16], [-0.61, -0.56, 2.94], [-0.05, -0.09, 1.39]]
}



What is the formula in the second record? C3H3NS2